Entry 1:
The following is a DFT calculation (wB97M-V/def2-TZVPD) of C32H59N4OP2STi as an isolated structure.

Results
total charge	+1
⟨S²⟩	2.0273
calculated total energy	-94670.1636	eV
HOMO level (spin up / spin down)	-8.386 / -10.078	eV
HOMO-LUMO gap (spin up / spin down)	0.2135 / 0.2688	Ha
2S+1	3

Last column: Löwdin spin population.
CARTESIAN COORDINATES (ANGSTROEM)
C 2.308 -1.227 -1.416  0.02
C 1.241 0.613 -2.418  0.02
C 3.148 -1.364 -2.518  0.00
C 2.031 0.503 -3.548  0.00
C 3.017 -0.491 -3.589  0.01
H 3.882 -2.173 -2.528  0.00
H 1.888 1.194 -4.388  0.00
H 3.665 -0.581 -4.463  0.00
N 1.414 -0.224 -1.361  0.01
P 0.583 -2.396 0.479  0.05
P -0.065 2.291 -0.539  0.03
C 2.304 -2.201 -0.245  0.01
H 2.759 -3.165 -0.549  0.00
H 2.911 -1.797 0.581  0.00
C 0.055 1.538 -2.317  0.02
H 0.071 2.304 -3.106  0.00
C -1.699 3.277 -0.488  0.01
C 1.432 3.424 -0.373  0.00
C -0.353 -3.555 -0.700  0.02
C 0.848 -3.220 2.161  0.00
C -2.786 2.450 0.238  0.00
H -2.672 2.533 1.329  0.00
H -3.772 2.860 -0.034  0.00
H -2.763 1.383 -0.020  0.00
C -1.514 4.567 0.331  0.00
H -1.239 4.345 1.370  0.00
H -0.775 5.250 -0.101  0.00
H -2.480 5.096 0.352  0.00
C -2.180 3.629 -1.911  0.00
H -2.827 4.521 -1.861  0.00
H -1.359 3.855 -2.599  0.00
H -2.782 2.815 -2.341  0.00
C 1.439 4.044 1.055  0.00
H 0.835 3.454 1.751  0.00
H 2.473 4.046 1.422  0.00
H 1.085 5.085 1.067  0.00
C 2.730 2.601 -0.516  0.00
H 2.650 1.625 -0.031  0.00
H 3.012 2.464 -1.564  0.00
H 3.538 3.157 -0.017  0.00
C 1.430 4.537 -1.448  0.00
H 0.646 4.407 -2.199  0.00
H 1.289 5.510 -0.967  0.00
H 2.403 4.569 -1.970  0.00
C -0.519 -3.401 2.842  0.00
H -0.373 -3.934 3.795  0.00
H -0.977 -2.428 3.075  0.00
H -1.226 -3.982 2.237  0.00
C 1.723 -2.324 3.048  0.01
H 2.622 -1.955 2.561  0.00
H 1.161 -1.444 3.391  0.00
H 1.996 -2.868 3.955  0.00
C 1.595 -4.562 2.027  0.00
H 2.321 -4.547 1.206  0.00
H 2.159 -4.747 2.955  0.00
H 0.921 -5.418 1.885  0.00
C 0.051 -3.180 -2.132  0.00
H 1.072 -3.498 -2.373  0.00
H -0.635 -3.671 -2.837  0.00
H -0.036 -2.095 -2.285  0.00
C -1.865 -3.272 -0.518  0.00
H -2.247 -2.725 -1.393  0.00
H -2.407 -4.223 -0.431  0.00
H -2.080 -2.674 0.380  0.00
C -0.058 -5.060 -0.507  0.00
H 1.017 -5.273 -0.524  0.00
H -0.493 -5.470 0.415  0.00
H -0.514 -5.606 -1.350  0.00
Ti -0.017 -0.041 0.155  1.28
C 1.468 0.436 1.593  0.08
O 2.298 0.804 2.395  0.08
N -1.400 -0.169 -1.328  -0.01
C -1.201 0.540 -2.356  0.04
C -2.034 0.415 -3.681  0.00
C -1.649 1.441 -4.751  0.00
C -1.793 -0.991 -4.236  0.00
C -3.526 0.560 -3.309  0.00
H -1.790 2.477 -4.418  0.00
H -0.613 1.317 -5.082  0.00
H -2.295 1.296 -5.632  0.00
H -2.144 -1.750 -3.520  0.00
H -2.346 -1.124 -5.178  0.00
H -0.729 -1.173 -4.435  0.00
H -4.023 1.247 -4.004  0.00
H -4.011 -0.423 -3.376  0.00
H -3.668 0.935 -2.290  0.00
C -1.666 -0.055 5.925  0.01
N -1.189 -0.388 4.580  0.07
C -0.021 0.039 4.087  0.10
S -0.131 -0.013 2.383  0.04
N 0.985 0.613 4.747  0.04
C 1.466 0.122 6.038  0.01
H -0.945 0.568 6.455  0.00
H -1.854 -0.981 6.483  0.00
H -2.597 0.515 5.852  0.00
H -1.936 -0.813 3.990  0.00
H 1.539 1.417 4.382  0.00
H 0.924 -0.789 6.310  0.00
H 2.536 -0.124 5.978  0.00
H 1.329 0.896 6.808  0.00

Entry 2:
The following is a DFT calculation (wB97M-V/def2-TZVPD) of a 4-piece molecular cluster, C32H60BrF5N3O4Si overall.

Results
total charge	0
⟨S²⟩	3.7623
calculated total energy	-138321.0273	eV
HOMO level (spin up / spin down)	-8.112 / -9.196	eV
HOMO-LUMO gap (spin up / spin down)	0.3184 / 0.3479	Ha
2S+1	4

Last column: Löwdin spin population.
CARTESIAN COORDINATES (ANGSTROEM)
C 5.183 -6.316 5.404  0.00
Si 6.686 -5.379 4.823  0.00
C 6.380 -3.507 4.879  0.00
C 6.725 -2.791 3.615  0.00
O 6.721 -3.246 2.511  0.00
Br 7.173 -0.885 3.879  0.00
C 8.224 -5.829 5.905  0.00
F 9.391 -5.518 5.293  0.00
F 8.199 -7.186 6.074  0.00
C 8.268 -5.241 7.320  0.00
F 9.205 -5.846 8.066  0.00
F 8.541 -3.930 7.280  0.00
F 7.069 -5.409 7.910  0.00
H 4.698 -5.828 6.239  0.00
H 5.465 -7.317 5.705  0.00
H 4.491 -6.409 4.577  0.00
H 7.023 -5.826 3.462  0.00
H 6.888 -3.044 5.716  0.00
H 5.319 -3.339 5.040  0.00
C 0.185 -3.358 -0.369  0.00
C 0.852 -3.655 1.003  0.03
C 1.100 -2.386 1.837  0.02
C 2.379 -1.593 1.547  0.00
C 3.582 -2.526 1.410  0.02
C 3.328 -3.628 0.389  0.03
N 2.124 -4.409 0.797  0.38
O 2.394 -5.180 1.791  0.52
C 3.190 -2.979 -1.000  0.00
C 4.527 -4.558 0.278  0.00
C -0.153 -4.506 1.769  0.00
H 0.859 -3.459 -1.212  0.00
H -0.614 -4.073 -0.564  0.00
H -0.246 -2.355 -0.398  0.00
H 1.148 -2.686 2.888  0.00
H 0.229 -1.735 1.749  0.00
H 2.262 -0.971 0.657  0.00
H 2.552 -0.898 2.371  0.00
H 4.463 -1.956 1.109  0.00
H 3.820 -2.963 2.386  0.00
H 3.025 -3.732 -1.772  0.00
H 4.117 -2.456 -1.234  0.00
H 2.396 -2.241 -1.067  0.00
H 4.810 -4.998 1.232  0.00
H 5.385 -3.998 -0.091  0.00
H 4.324 -5.368 -0.425  0.00
H -0.286 -5.482 1.301  0.00
H -1.112 -3.987 1.761  0.00
H 0.136 -4.662 2.806  0.00
C -4.443 0.659 -0.102  0.00
C -3.692 0.675 1.258  0.03
C -4.355 1.585 2.307  0.02
C -4.009 3.076 2.257  0.00
C -2.506 3.288 2.077  0.02
C -1.966 2.516 0.878  0.03
N -2.267 1.064 1.052  0.38
O -1.497 0.541 1.939  0.52
C -2.570 3.109 -0.405  0.00
C -0.458 2.690 0.756  0.00
C -3.771 -0.752 1.790  0.00
H -3.933 1.204 -0.889  0.00
H -4.523 -0.361 -0.478  0.00
H -5.452 1.064 -0.011  0.00
H -4.055 1.224 3.296  0.00
H -5.436 1.448 2.251  0.00
H -4.572 3.580 1.468  0.00
H -4.328 3.540 3.192  0.00
H -2.287 4.349 1.945  0.00
H -1.984 2.972 2.986  0.00
H -2.202 2.596 -1.294  0.00
H -2.281 4.158 -0.484  0.00
H -3.656 3.091 -0.430  0.00
H 0.065 2.401 1.666  0.00
H -0.230 3.736 0.554  0.00
H -0.066 2.091 -0.067  0.00
H -3.205 -1.441 1.162  0.00
H -4.816 -1.062 1.784  0.00
H -3.401 -0.839 2.810  0.00
C -5.408 4.502 -6.695  0.00
C -4.864 4.435 -5.241  0.03
C -4.717 5.819 -4.584  0.02
C -3.433 6.600 -4.879  0.00
C -2.203 5.701 -4.768  0.02
C -2.338 4.448 -5.626  0.03
N -3.565 3.700 -5.215  0.37
O -3.379 3.107 -4.090  0.53
C -2.346 4.862 -7.108  0.00
C -1.132 3.535 -5.449  0.00
C -5.913 3.670 -4.442  0.00
H -4.657 4.300 -7.450  0.00
H -6.171 3.740 -6.849  0.00
H -5.855 5.473 -6.914  0.00
H -4.757 5.675 -3.500  0.00
H -5.590 6.419 -4.842  0.00
H -3.483 7.077 -5.861  0.00
H -3.349 7.415 -4.158  0.00
H -1.308 6.245 -5.073  0.00
H -2.055 5.417 -3.722  0.00
H -2.424 3.991 -7.761  0.00
H -1.408 5.367 -7.335  0.00
H -3.139 5.557 -7.369  0.00
H -0.966 3.271 -4.407  0.00
H -0.239 4.041 -5.815  0.00
H -1.258 2.613 -6.018  0.00
H -5.980 2.632 -4.767  0.00
H -6.880 4.145 -4.607  0.00
H -5.712 3.680 -3.372  0.00

Entry 3:
The following is a DFT calculation (wB97M-V/def2-TZVPD) of a 7-piece molecular cluster, C32H60ClN2O9P overall.

Results
total charge	0
calculated total energy	-77372.7543	eV
HOMO level	-9.104	eV
HOMO-LUMO gap	0.3343	Ha
2S+1	1
SMILES	CCOCCO[C@H](C#N)[C@H](C#N)P(O)Cl.C1CCOC1.C1CCOC1.C1CCOC1.C1CCOC1.C1CCOC1.C1CCOC1

Last column: Mulliken charge in e.
CARTESIAN COORDINATES (ANGSTROEM)
C 0.091 -5.716 1.699  -1.58
C -0.927 -4.681 1.230  0.39
O -0.499 -3.385 1.619  -0.20
C -1.253 -2.374 0.957  0.09
C -0.803 -2.119 -0.464  0.73
O 0.306 -1.223 -0.526  -0.38
C 1.549 -1.814 -0.288  0.96
C 2.512 -0.725 -0.056  -0.44
N 3.283 0.101 0.139  -0.42
C 2.028 -2.742 -1.447  0.35
C 3.457 -3.003 -1.338  -0.07
N 4.590 -3.151 -1.222  -0.45
P 1.734 -2.253 -3.270  0.14
O 0.153 -2.687 -3.432  -0.44
Cl 1.525 -0.234 -3.159  -0.15
H 0.263 -6.459 0.919  0.37
H -0.214 -6.227 2.609  0.36
H 1.048 -5.220 1.864  0.33
H -1.015 -4.761 0.140  -0.08
H -1.924 -4.876 1.628  0.28
H -1.111 -1.454 1.526  0.33
H -2.323 -2.608 0.984  -0.34
H -1.618 -1.632 -0.996  -0.46
H -0.608 -3.059 -0.984  0.01
H 1.539 -2.413 0.632  0.13
H 1.517 -3.702 -1.327  0.24
H 0.090 -3.643 -3.308  0.31
C -3.873 1.059 -3.824  -0.57
C -4.091 1.709 -2.460  -0.63
C -4.208 0.491 -1.554  -0.19
O -3.386 -0.521 -2.140  -0.41
C -2.996 -0.133 -3.463  -0.33
H -3.403 1.717 -4.553  0.36
H -4.826 0.719 -4.236  0.26
H -3.217 2.303 -2.184  0.28
H -4.969 2.351 -2.414  0.36
H -5.240 0.125 -1.508  0.19
H -3.863 0.678 -0.536  0.21
H -1.936 0.141 -3.448  0.15
H -3.124 -0.981 -4.136  0.29
C 5.830 2.298 -0.949  -0.46
C 6.277 3.739 -0.710  -0.58
C 6.604 4.196 -2.127  0.00
O 5.725 3.480 -2.993  -0.43
C 5.085 2.424 -2.269  -0.27
H 5.205 1.889 -0.158  0.30
H 6.701 1.650 -1.066  0.27
H 5.449 4.326 -0.306  0.25
H 7.124 3.830 -0.031  0.39
H 7.639 3.952 -2.393  0.27
H 6.454 5.266 -2.278  -0.13
H 4.035 2.692 -2.104  0.19
H 5.117 1.514 -2.869  0.24
C 5.414 8.618 -1.400  -0.47
C 6.560 8.399 -2.386  -0.44
C 6.911 9.830 -2.771  -0.48
O 6.624 10.634 -1.626  -0.39
C 5.873 9.878 -0.677  -0.40
H 5.251 7.781 -0.723  0.27
H 4.484 8.806 -1.940  0.27
H 7.404 7.925 -1.880  0.23
H 6.288 7.785 -3.244  0.33
H 6.296 10.175 -3.609  0.26
H 7.961 9.957 -3.038  0.28
H 6.520 9.632 0.172  0.26
H 5.046 10.490 -0.314  0.27
C -6.057 -5.466 -0.700  -0.49
C -5.032 -4.960 -1.713  -0.60
C -3.888 -4.531 -0.804  0.46
O -3.936 -5.396 0.336  -0.32
C -5.161 -6.130 0.336  -0.58
H -6.791 -6.151 -1.123  0.38
H -6.591 -4.624 -0.254  0.15
H -4.714 -5.777 -2.365  0.32
H -5.396 -4.146 -2.338  0.36
H -4.018 -3.497 -0.465  -0.16
H -2.910 -4.617 -1.280  -0.07
H -4.951 -7.172 0.072  0.29
H -5.582 -6.108 1.342  0.29
C 1.681 0.927 3.772  -0.65
C 0.710 0.060 2.975  0.09
C 0.625 -1.188 3.847  -0.01
O 0.806 -0.745 5.194  -0.46
C 1.272 0.604 5.204  -0.53
H 1.611 1.989 3.543  0.38
H 2.708 0.605 3.585  0.28
H -0.267 0.548 2.912  0.26
H 1.048 -0.152 1.963  -0.19
H 1.420 -1.900 3.598  0.16
H -0.329 -1.710 3.770  0.07
H 0.458 1.258 5.538  0.28
H 2.094 0.688 5.915  0.32
C -5.362 -1.333 4.346  -0.66
C -6.527 -1.602 3.394  -0.60
C -5.842 -1.502 2.037  -0.36
O -4.500 -1.943 2.235  -0.26
C -4.216 -2.039 3.633  -0.21
H -5.523 -1.710 5.355  0.37
H -5.167 -0.261 4.409  0.28
H -6.915 -2.610 3.550  0.27
H -7.352 -0.899 3.501  0.36
H -5.827 -0.467 1.676  0.24
H -6.310 -2.125 1.273  0.15
H -4.165 -3.097 3.912  0.30
H -3.243 -1.585 3.828  0.08

Entry 4:
The following is a DFT calculation (wB97M-V/def2-TZVPD) of C32H60F5IrN6O4PS as an isolated structure.

Results
total charge	+2
⟨S²⟩	8.7649
calculated total energy	-87825.7020	eV
HOMO level (spin up / spin down)	-11.935 / -13.757	eV
HOMO-LUMO gap (spin up / spin down)	0.2904 / 0.2551	Ha
2S+1	6

Last column: Löwdin spin population.
CARTESIAN COORDINATES (ANGSTROEM)
Ir 1.084 -0.412 0.394  2.34
N 2.489 1.740 -0.160  0.24
C 3.411 1.844 -1.216  0.60
C 4.587 2.774 -1.165  0.09
C 5.278 3.051 0.170  0.00
C 6.191 1.948 0.696  0.00
N 5.483 0.786 1.233  0.00
C 4.953 0.726 2.446  0.00
N 4.927 1.810 3.232  0.00
N 4.426 -0.408 2.898  0.00
C 4.197 -1.194 -1.787  0.02
O 5.315 -1.029 -1.516  0.01
O 3.081 -1.351 -2.056  0.03
H 1.534 1.974 -0.416  0.02
H 2.754 2.171 0.715  0.00
H 2.958 1.728 -2.194  0.03
H 4.243 3.746 -1.549  0.03
H 5.329 2.429 -1.890  0.01
H 4.550 3.333 0.939  0.00
H 5.901 3.937 0.029  0.00
H 6.857 2.338 1.469  0.00
H 6.837 1.578 -0.100  0.00
H 5.414 -0.030 0.641  0.00
H 5.435 2.638 2.973  0.00
H 4.711 1.702 4.210  0.00
H 4.365 -1.207 2.285  0.00
H 3.769 -0.392 3.664  0.00
O -0.031 0.564 -1.103  0.11
P -1.309 0.399 -1.967  0.02
C -2.492 -0.746 -1.146  0.00
C -2.020 -1.075 0.275  0.03
C -3.098 -1.828 1.063  0.00
C -3.867 -2.830 0.187  0.00
C -3.015 -3.246 -1.004  0.00
C -2.792 -2.050 -1.933  0.00
C -0.814 -0.218 -3.597  0.00
C -2.013 -0.382 -4.582  0.00
C -2.000 -1.646 -5.451  0.00
C -0.592 -2.155 -5.716  0.00
C 0.014 -2.578 -4.387  0.00
C 0.198 -1.392 -3.436  0.00
C -1.931 2.103 -2.216  0.00
C -1.901 2.949 -0.935  0.00
C -3.093 2.671 -0.023  0.00
C -4.404 2.943 -0.758  0.00
C -4.508 2.131 -2.047  0.00
C -3.279 2.312 -2.938  0.00
H -3.414 -0.172 -1.052  0.00
H -1.747 -0.169 0.813  0.00
H -1.123 -1.705 0.197  0.02
H -3.789 -1.108 1.510  0.00
H -2.612 -2.352 1.891  0.00
H -4.789 -2.372 -0.183  0.00
H -4.170 -3.694 0.778  0.00
H -3.494 -4.047 -1.568  0.00
H -2.058 -3.646 -0.655  0.00
H -3.694 -1.898 -2.530  0.00
H -1.993 -2.285 -2.634  0.00
H -0.234 0.632 -3.967  0.00
H -2.000 0.487 -5.242  0.00
H -2.967 -0.336 -4.054  0.00
H -2.528 -1.428 -6.380  0.00
H -2.562 -2.446 -4.960  0.00
H 0.018 -1.378 -6.191  0.00
H -0.622 -2.999 -6.405  0.00
H 0.982 -3.063 -4.521  0.00
H -0.643 -3.332 -3.940  0.00
H 1.189 -0.972 -3.597  0.00
H 0.217 -1.757 -2.405  0.00
H -1.143 2.483 -2.878  0.00
H -1.943 3.996 -1.248  0.00
H -0.951 2.824 -0.414  0.00
H -3.025 3.298 0.869  0.00
H -3.070 1.631 0.328  0.00
H -4.448 4.009 -1.003  0.00
H -5.258 2.737 -0.112  0.00
H -5.392 2.435 -2.608  0.00
H -4.663 1.075 -1.809  0.00
H -3.264 3.350 -3.285  0.00
H -3.360 1.701 -3.834  0.00
S 1.520 0.326 4.376  0.47
C 0.445 -0.910 4.868  0.07
N 0.036 -1.928 4.127  0.01
C -0.973 -2.737 4.815  0.00
C -0.897 -2.193 6.256  0.00
N -0.119 -0.963 6.071  0.03
H 0.326 -2.044 3.169  0.00
H -0.721 -3.794 4.759  0.00
H -1.956 -2.582 4.368  0.00
H -0.381 -2.876 6.929  0.00
H -1.879 -1.966 6.665  0.00
H 0.137 -0.332 6.812  0.00
F 3.362 -2.290 0.547  0.02
C 2.039 -2.177 0.957  0.10
F 2.127 -2.284 2.347  0.04
C 1.363 -3.491 0.531  0.02
F 0.159 -3.567 1.147  0.01
F 1.153 -3.522 -0.785  0.01
F 2.066 -4.561 0.877  0.00
C -1.477 1.238 3.221  0.01
C -0.373 1.690 2.274  0.03
C 0.110 3.091 2.602  0.01
O 0.736 0.791 2.227  0.49
H -1.192 1.399 4.261  0.00
H -1.711 0.182 3.076  0.00
H -2.387 1.813 3.033  0.00
H -0.795 1.696 1.260  0.01
H 0.583 3.107 3.586  0.00
H -0.723 3.797 2.616  0.00
H 0.836 3.437 1.863  0.00

no.,strongest force on any atom (Eh/bohr)
1,0.091
2,0.027
3,0.011
4,0.011